This record from the Open Molecules 2025 dataset describes a structure of composition C26H29AsClF6IrN3O4S6 at a distorted geometry. The level of theory is ωB97M-V with the def2-TZVPD basis set.

Last column: Mulliken spin population.
Atoms and positions in Å:
Ir 0.64 0.03 0.16  2.77
S -3.79 -4.67 3.26  0.24
C -3.00 -3.58 2.36  -0.04
S -2.02 -4.00 0.99  0.03
C -1.51 -2.41 0.57  0.17
C -1.97 -1.38 1.41  0.19
S -1.63 0.26 1.19  0.53
S -2.97 -1.88 2.72  0.03
S -0.51 -2.15 -0.76  0.52
C 3.81 -1.89 -7.56  0.00
C 3.49 -2.90 -6.45  0.00
C 2.17 -3.59 -6.80  0.00
C 4.59 -3.97 -6.44  0.00
C 3.47 -2.19 -5.06  0.00
O 4.74 -1.57 -4.94  0.00
C 3.34 -3.11 -3.82  0.01
C 2.01 -3.77 -3.42  0.00
C 1.78 -5.20 -3.85  -0.01
C 2.77 -6.16 -3.74  0.00
C 2.55 -7.48 -4.12  0.00
C 1.31 -7.84 -4.60  0.00
Cl 1.02 -9.49 -5.09  0.00
C 0.29 -6.91 -4.71  0.00
C 0.53 -5.60 -4.34  0.00
C 2.40 -1.09 -5.04  0.00
N 2.31 -0.48 -3.73  0.00
C 1.29 -0.51 -2.89  -0.01
N 1.65 0.07 -1.75  0.13
C 2.94 0.45 -1.97  -0.01
N 3.37 0.12 -3.15  0.01
H 3.99 -2.43 -8.49  0.00
H 4.69 -1.29 -7.32  0.00
H 2.97 -1.21 -7.75  0.00
H 2.26 -4.04 -7.79  0.00
H 1.33 -2.90 -6.86  0.00
H 1.91 -4.39 -6.11  0.00
H 4.72 -4.36 -7.45  0.00
H 4.32 -4.82 -5.80  0.00
H 5.54 -3.56 -6.10  0.00
H 4.70 -0.92 -4.22  0.00
H 3.65 -2.47 -2.99  0.00
H 4.12 -3.86 -3.89  0.00
H 1.15 -3.18 -3.75  0.00
H 1.96 -3.76 -2.33  -0.01
H 3.75 -5.90 -3.35  0.00
H 3.33 -8.22 -4.03  0.00
H -0.68 -7.20 -5.09  0.00
H -0.26 -4.87 -4.43  0.00
H 1.41 -1.49 -5.27  0.00
H 2.65 -0.31 -5.76  0.00
H 0.32 -0.93 -3.10  -0.01
H 3.53 0.97 -1.24  0.00
F -0.36 1.99 -0.86  0.04
As 0.52 3.42 -0.21  0.01
F -0.76 3.62 0.92  0.00
F -0.24 4.41 -1.38  0.00
F 1.43 4.67 0.49  0.00
F 1.81 3.03 -1.31  0.00
F 1.26 2.22 0.92  0.05
C 6.87 -1.04 5.34  0.00
C 5.62 -1.21 4.52  0.00
C 4.44 -1.65 5.10  0.00
C 3.29 -1.83 4.34  0.00
C 3.34 -1.57 2.98  0.01
C 4.50 -1.13 2.38  0.00
C 5.64 -0.96 3.15  0.00
S 1.86 -1.76 2.06  0.04
O 2.23 -1.63 0.62  0.15
O 1.23 -2.99 2.44  0.01
O 1.03 -0.53 2.32  0.13
H 6.64 -1.00 6.40  0.00
H 7.39 -0.12 5.07  0.00
H 7.55 -1.87 5.18  0.00
H 4.41 -1.86 6.16  0.00
H 2.38 -2.19 4.80  0.00
H 4.52 -0.93 1.31  -0.01
H 6.56 -0.62 2.68  0.00

Computed properties:
- Relative energy (zero: lowest compared OMol25 entry of this formula, charge and spin): 32.2 kJ/mol
- 2S+1: 6
- Maximum force: 1.28 eV/Å
- Molecular weight: 1056.52 g mol⁻¹
- HOMO-LUMO gap (spin up / spin down): 7.50 / 5.78 eV
- HOMO (spin up / spin down): -8.31 / -9.28 eV

***

This record from the Open Molecules 2025 dataset describes a structure of composition C26H29AsClN7O4S2Y. The level of theory is ωB97M-V with the def2-TZVPD basis set.

Last column: Mulliken charge in e.
Atoms and positions in Å:
Y 0.07 -0.21 0.48  1.36
N -0.87 -1.36 4.87  -0.34
C -0.48 -1.47 3.60  0.57
S 0.94 -0.55 3.12  -0.65
N -1.18 -2.29 2.84  -1.86
N -0.80 -2.30 1.55  1.37
C -1.27 -3.23 0.81  -0.89
C -0.79 -3.30 -0.57  0.96
C -1.24 -4.28 -1.46  -1.03
C -0.70 -4.33 -2.73  -0.45
C 0.30 -3.43 -3.08  -0.99
C 0.67 -2.48 -2.15  -0.62
N 0.13 -2.39 -0.93  0.77
H -0.34 -0.81 5.52  0.20
H -1.65 -1.90 5.19  0.25
H -1.94 -3.98 1.20  0.38
H -1.99 -4.98 -1.14  0.51
H -1.04 -5.08 -3.44  0.45
H 0.76 -3.45 -4.05  0.49
H 1.44 -1.74 -2.38  0.59
S 0.64 4.75 0.30  -0.14
C 1.42 4.14 1.70  -0.26
C 1.37 2.79 1.71  -1.11
N 0.72 2.23 0.62  0.54
C 0.29 3.16 -0.19  -0.31
H 1.85 4.79 2.44  0.47
H 1.74 2.15 2.48  0.42
H -0.30 2.95 -1.07  0.29
N -1.60 0.16 -6.90  -0.36
C -1.93 -0.67 -5.89  0.01
O -2.51 -1.73 -6.03  -0.59
C -1.48 -0.25 -4.51  0.82
C -0.25 0.36 -4.27  -0.80
C 0.13 0.58 -2.96  -0.54
N -0.65 0.26 -1.92  0.58
C -1.86 -0.26 -2.16  -0.10
C -2.30 -0.56 -3.43  -1.12
H -1.97 -0.07 -7.81  0.26
H -1.33 1.11 -6.74  0.21
H 0.42 0.61 -5.08  0.44
H 1.10 1.00 -2.72  0.60
H -2.49 -0.44 -1.29  0.44
H -3.25 -1.03 -3.60  0.53
Cl -2.75 5.94 5.27  -0.21
C -2.62 4.69 4.07  0.44
C -2.94 4.98 2.75  -0.77
C -2.82 3.99 1.80  -0.24
C -2.40 2.72 2.15  0.09
C -2.09 2.44 3.48  0.03
C -2.20 3.43 4.45  -0.83
C -2.19 1.68 1.10  0.45
O -2.34 1.96 -0.09  -0.67
O -1.77 0.52 1.50  -0.62
H -3.28 5.98 2.49  0.43
H -3.07 4.18 0.76  0.49
H -1.75 1.45 3.75  0.45
H -1.96 3.23 5.48  0.42
C 3.16 -2.94 1.23  -0.89
As 3.61 -1.18 0.62  0.52
C 4.93 -1.32 -0.76  -1.12
C 4.34 -0.15 2.06  -1.02
O 2.27 -0.41 -0.02  -0.40
H 4.03 -3.42 1.68  0.46
H 2.80 -3.52 0.39  0.31
H 2.37 -2.82 1.98  0.17
H 5.82 -1.82 -0.39  0.41
H 5.18 -0.32 -1.11  0.37
H 4.50 -1.90 -1.58  0.32
H 5.29 -0.56 2.38  0.42
H 3.63 -0.17 2.88  0.29
H 4.47 0.88 1.71  0.35

Computed properties:
- Net charge: +1
- Relative energy (zero: lowest compared OMol25 entry of this formula, charge and spin): 85.2 kJ/mol
- Maximum force: 0.58 eV/Å
- Molecular weight: 766.98 g mol⁻¹
- HOMO-LUMO gap: 7.46 eV
- HOMO: -10.44 eV

***

This record from the Open Molecules 2025 dataset describes a structure of composition C26H29BrF2NO2Os at a distorted geometry. The level of theory is ωB97M-V with the def2-TZVPD basis set.

Last column: Mulliken spin population.
Atoms and positions in Å:
Os 0.14 0.32 -0.03  2.61
F -1.56 0.04 5.08  0.00
C -0.52 0.04 4.24  -0.04
C -0.76 0.12 2.88  0.09
C 0.29 0.15 1.97  -0.22
C 1.62 0.05 2.47  0.09
C 1.81 -0.02 3.86  -0.03
F 3.05 -0.07 4.37  0.00
C 0.76 -0.03 4.75  0.07
C 2.66 0.01 1.45  0.02
C 4.04 0.00 1.67  0.00
C 4.91 -0.02 0.60  0.01
C 4.39 -0.06 -0.69  0.00
C 3.02 -0.06 -0.85  0.00
N 2.17 -0.01 0.18  -0.01
H -1.79 0.19 2.55  0.02
H 0.94 -0.10 5.81  0.00
H 4.43 0.01 2.68  0.00
H 5.98 -0.01 0.77  0.00
H 5.04 -0.09 -1.55  0.00
H 2.58 -0.10 -1.84  -0.01
C -8.06 0.80 -0.01  0.00
C -7.05 -0.35 -0.02  0.04
C -7.31 -1.20 -1.27  0.03
C -7.26 -1.19 1.25  0.03
C -5.61 0.12 -0.05  0.01
C -4.59 -0.84 -0.11  -0.03
C -3.28 -0.43 -0.13  0.01
Br -1.86 -1.75 -0.15  0.10
C -2.87 0.94 -0.01  0.33
O -1.65 1.25 0.19  0.40
C -3.93 1.91 0.00  0.05
C -5.24 1.46 -0.02  0.09
C -3.67 3.41 0.00  0.04
C -4.32 4.01 -1.26  0.01
C -2.19 3.80 -0.01  0.00
C -4.32 4.01 1.26  0.03
H -9.06 0.37 0.00  0.00
H -7.98 1.42 -0.89  0.00
H -7.96 1.41 0.89  0.00
H -8.35 -1.53 -1.27  0.00
H -6.68 -2.08 -1.31  0.00
H -7.13 -0.61 -2.17  0.00
H -8.30 -1.53 1.28  0.00
H -7.08 -0.58 2.13  0.00
H -6.62 -2.06 1.28  0.00
H -4.81 -1.89 -0.12  -0.01
H -6.02 2.20 0.01  0.00
H -3.89 3.58 -2.15  0.00
H -4.16 5.09 -1.27  0.00
H -5.39 3.84 -1.28  0.00
H -1.67 3.37 -0.85  0.00
H -1.70 3.49 0.91  -0.01
H -2.11 4.88 -0.09  0.00
H -5.39 3.85 1.28  0.00
H -4.14 5.08 1.28  0.00
H -3.88 3.58 2.16  -0.01
C -0.02 0.05 -3.32  -0.03
O 0.10 0.27 -1.99  0.24
H -1.08 0.00 -3.63  0.02
H 0.47 -0.90 -3.61  0.02
H 0.45 0.87 -3.88  0.02

Computed properties:
- Net charge: +1
- 2S+1: 5
- Maximum force: 2.29 eV/Å
- Molecular weight: 695.65 g mol⁻¹
- HOMO-LUMO gap (spin up / spin down): 8.41 / 5.25 eV
- HOMO (spin up / spin down): -11.21 / -11.12 eV

***

This record from the Open Molecules 2025 dataset describes a structure of composition C26H29Cl2N3O3SV at a distorted geometry. The level of theory is ωB97M-V with the def2-TZVPD basis set.

Last column: Mulliken spin population.
Atoms and positions in Å:
V -0.47 0.45 0.82  1.77
Cl -0.15 1.93 -1.11  0.00
C 0.10 0.54 -2.18  0.00
Cl 0.45 -0.85 -1.17  0.01
H 0.95 0.72 -2.84  0.00
H -0.82 0.35 -2.74  0.00
C 6.67 -4.99 -0.31  0.00
O 5.47 -4.45 0.24  0.00
C 4.48 -5.26 0.61  0.00
C 4.47 -6.65 0.52  0.00
C 3.39 -7.37 0.97  0.00
C 2.26 -6.73 1.50  0.00
C 2.23 -5.36 1.57  0.00
C 3.33 -4.60 1.15  0.00
N 3.35 -3.22 1.09  0.00
C 2.60 -2.27 1.60  0.00
C 1.68 -2.30 2.70  -0.02
C 1.83 -3.17 3.80  0.00
C 1.04 -3.04 4.92  0.00
C 0.04 -2.07 4.98  0.01
C -0.15 -1.22 3.92  0.00
C 0.66 -1.30 2.78  0.00
O 0.39 -0.47 1.80  0.12
H 6.48 -5.45 -1.29  0.00
H 7.12 -5.72 0.36  0.00
H 7.35 -4.15 -0.43  0.00
H 5.31 -7.18 0.09  0.00
H 3.40 -8.45 0.91  0.00
H 1.42 -7.31 1.83  0.00
H 1.34 -4.85 1.91  0.00
H 4.12 -2.93 0.49  0.00
H 2.76 -1.29 1.16  0.00
H 2.60 -3.92 3.77  0.00
H 1.20 -3.70 5.77  0.00
H -0.58 -1.98 5.85  0.00
H -0.91 -0.45 3.92  0.01
N -0.59 3.32 3.74  0.01
C -0.03 2.41 2.94  0.05
N -0.89 1.93 2.04  -0.01
C -2.08 2.61 2.26  0.03
C -3.30 2.58 1.60  -0.02
C -4.31 3.40 2.08  0.00
C -4.13 4.22 3.19  0.00
C -2.92 4.28 3.85  0.00
C -1.90 3.48 3.36  0.01
H -0.13 3.83 4.49  0.00
H 1.01 2.12 3.01  0.00
H -3.46 1.97 0.72  0.01
H -5.27 3.40 1.58  0.00
H -4.95 4.84 3.52  0.00
H -2.78 4.91 4.72  0.00
O -2.15 0.18 -0.12  0.02
S -3.44 -0.56 0.31  0.01
C -3.06 -2.31 -0.09  0.00
C -4.06 -2.73 -1.16  0.00
C -4.24 -1.52 -2.07  0.00
C -4.54 -0.36 -1.14  0.00
H -3.15 -2.89 0.82  0.00
H -2.03 -2.33 -0.45  0.00
H -5.01 -3.00 -0.70  0.00
H -3.69 -3.59 -1.72  0.00
H -5.05 -1.67 -2.78  0.00
H -3.33 -1.34 -2.64  0.00
H -5.55 -0.41 -0.75  0.00
H -4.36 0.62 -1.57  0.00

Computed properties:
- Net charge: +3
- Relative energy (zero: lowest compared OMol25 entry of this formula, charge and spin): 81.5 kJ/mol
- 2S+1: 3
- Maximum force: 6.78 eV/Å
- Molecular weight: 585.45 g mol⁻¹
- HOMO-LUMO gap (spin up / spin down): 6.35 / 6.55 eV
- HOMO (spin up / spin down): -15.65 / -15.65 eV

***

What is the molecular weight in the fourth record? 585.45 g mol⁻¹